Entry 1:
Formula: C25H30BF3N
Source: the OMol25 dataset
Level of theory: ωB97M-V with the def2-TZVPD basis set

As for the energy above the lowest of the compared OMol25 structures with the same formula, charge and spin: 0.577 eV. As for the total charge: +1. The total energy is -36723.30263 eV. For the HOMO energy, the calculation gives -11.50 eV. The value obtained for the LUMO energy is -6.166 eV. As for the multiplicity: 1. As for the largest force on an atom: 2.1 eV/A.

```
60
Properties=species:S:1:pos:R:3:forces:R:3:mulliken_charge:R:1
F -4.844747 -5.185062 -1.939357 -0.88 -0.45 0.98 -0.24
C -5.778502 -5.692027 -1.070197 -0.01 -0.88 -1.90 0.82
F -6.999611 -5.501897 -1.636448 1.06 -0.06 0.65 -0.26
F -5.571428 -7.049664 -1.014346 -0.14 1.42 0.12 -0.22
C -5.647961 -5.068260 0.287169 0.01 -0.02 0.18 0.37
C -6.722490 -4.395269 0.858844 -0.12 0.04 -0.19 -0.69
C -6.611008 -3.925080 2.146312 0.22 -0.06 1.04 -0.87
C -5.410646 -4.107375 2.909417 -0.17 -0.22 -1.32 0.84
C -5.385470 -3.800649 4.291816 0.56 0.46 -0.04 -0.56
C -4.218464 -3.587171 5.069607 0.39 0.14 0.43 0.79
C -4.271112 -3.815227 6.476979 -0.24 0.23 -0.18 -0.45
C -3.127001 -3.736539 7.255747 -0.06 -0.03 0.20 -0.64
C -1.901580 -3.362943 6.684036 -0.50 -0.16 -0.37 -0.36
C -1.841657 -3.037572 5.318897 -0.28 -0.04 -0.19 -0.71
C -2.978046 -3.136156 4.522751 0.19 -0.25 0.02 -0.22
C -4.301573 -4.709758 2.230567 0.09 0.28 0.59 0.13
C -4.430890 -5.206093 0.952906 0.01 0.10 0.00 -1.17
H -7.646056 -4.269875 0.297646 0.23 -0.02 0.15 0.51
H -7.450226 -3.404175 2.611844 0.18 -0.24 -0.12 0.43
H -6.354345 -3.708091 4.788728 0.22 -0.18 0.00 0.43
H -5.244893 -4.042006 6.917623 0.40 -0.14 -0.02 0.40
H -3.188679 -3.951060 8.327012 0.03 0.08 -0.45 0.42
H -1.001808 -3.315482 7.294992 -0.23 0.04 -0.11 0.45
H -0.900580 -2.712427 4.873603 -0.31 -0.02 0.16 0.43
H -2.934084 -2.836131 3.473723 0.03 -0.06 0.37 0.65
H -3.336548 -4.798462 2.733565 -0.49 -0.26 -0.05 0.26
H -3.594279 -5.707622 0.470904 -0.19 0.11 0.08 0.45
C -5.152885 -10.292719 3.139833 -0.19 -0.17 -0.33 -1.37
C -3.990077 -9.357367 3.423620 -0.13 -0.17 0.40 -0.39
N -3.670089 -9.250844 4.921523 0.29 0.16 -0.53 1.14
C -3.413311 -10.638455 5.437408 -0.02 0.37 -0.32 0.00
C -2.436265 -11.361255 4.763163 0.22 -0.52 0.10 0.11
C -2.131719 -12.666471 5.160201 -0.11 0.49 -0.05 -0.92
C -2.802872 -13.237526 6.244608 0.03 0.11 -0.09 -0.43
C -3.776194 -12.502519 6.920713 0.22 0.34 -0.37 -0.85
C -4.086448 -11.189021 6.517381 -0.21 -0.28 0.34 -0.17
C -2.354231 -8.464079 5.057612 -0.25 -0.16 0.22 0.65
C -1.848751 -8.488942 6.493031 0.41 0.15 0.34 -1.60
C -2.492892 -7.044390 4.531974 0.18 0.60 -0.10 -1.57
B -4.867924 -8.458147 5.665643 -0.82 0.41 0.45 -0.13
H -5.070839 -7.339838 5.154966 0.21 -0.62 -0.09 -0.22
H -5.325871 -10.300937 2.056644 0.04 0.02 0.15 0.45
H -4.921884 -11.324392 3.429894 -0.05 0.25 0.00 0.28
H -6.086310 -9.990541 3.622639 0.31 0.03 -0.03 0.30
H -3.093239 -9.745952 2.925740 -0.18 0.25 0.03 0.44
H -4.191887 -8.348018 3.041199 -0.03 -0.36 0.34 0.32
H -1.903806 -10.895153 3.926992 -0.15 -0.50 0.39 0.22
H -1.361447 -13.206856 4.614362 -0.18 -0.01 0.19 0.40
H -2.551168 -14.251705 6.556878 -0.14 0.29 -0.05 0.39
H -4.291537 -12.945821 7.769468 0.05 0.15 -0.17 0.41
H -4.849672 -10.625866 7.062785 0.37 -0.16 -0.36 0.43
H -1.631542 -8.996112 4.428471 -0.08 0.15 0.09 0.30
H -0.864238 -8.002005 6.517390 -0.18 -0.08 -0.05 0.47
H -2.503562 -7.951882 7.190263 0.09 -0.16 -0.32 0.30
H -1.700361 -9.506798 6.873291 -0.12 0.24 -0.15 0.36
H -1.539761 -6.508159 4.652137 -0.10 -0.31 -0.04 0.58
H -2.741192 -7.029412 3.464199 0.08 0.04 0.23 0.28
H -3.252930 -6.467831 5.073618 0.20 -0.29 -0.09 0.22
H -5.883357 -9.113396 5.588345 0.19 -0.01 -0.03 -0.19
H -4.572530 -8.303481 6.832377 0.04 -0.06 -0.13 -0.17
```
Positions in Å, forces in eV/Å.

***

Entry 2:
Formula: C5H13NOS
Source: the OMol25 dataset
Level of theory: ωB97M-V with the def2-TZVPD basis set

As for the energy above the lowest of the compared OMol25 structures with the same formula, charge and spin: 2.679 eV. As for the total charge: 0. The total energy is -19766.42243 eV. For the HOMO energy, the calculation gives -7.60 eV. The value obtained for the LUMO energy is 0.403 eV. As for the multiplicity: 1. As for the largest force on an atom: 5.2 eV/A. The SMILES is CC(C)(C)C=O.[NH3+][S-].

```
21
Properties=species:S:1:pos:R:3:forces:R:3:mulliken_charge:R:1
C -2.441689 0.592689 -0.629542 0.51 1.75 -1.28 -1.63
C -0.954655 0.242008 -0.240791 -0.95 1.14 0.03 1.70
C -0.601353 0.373093 1.269315 -4.99 1.20 0.54 -1.53
C 0.067339 1.115745 -1.005502 -1.89 -1.48 0.89 -1.46
C -0.703006 -1.244104 -0.348109 0.66 0.08 -0.68 -0.18
O 0.434665 -1.609911 -0.602052 -1.19 -0.81 0.26 -0.58
H -3.097021 -0.039703 -0.115841 -1.11 -0.95 1.11 0.44
H -2.780139 1.670147 -0.427141 0.88 -1.45 0.04 0.33
H -2.743745 0.443161 -1.719984 1.04 0.04 1.12 0.36
H -0.783947 1.344098 1.794977 1.06 -0.29 -1.08 0.33
H -1.382411 -0.174721 1.825265 0.03 -0.41 -0.11 0.42
H 0.238515 -0.162098 1.457790 3.07 -0.63 0.87 0.34
H -0.218766 1.099220 -2.021248 0.63 -0.57 -1.57 0.45
H 1.020599 0.772857 -0.673560 0.94 0.28 -0.51 0.18
H -0.159360 2.110935 -0.750804 0.22 1.38 0.87 0.46
H -1.562800 -1.967718 -0.083707 1.10 0.75 -0.38 0.29
N 3.153798 -0.995130 0.346022 -2.16 -1.25 0.38 -0.44
S 3.440110 0.074418 1.839980 -0.21 -0.48 -0.55 -0.44
H 3.767720 -1.829162 0.317395 -0.15 1.04 -0.27 0.36
H 2.156488 -1.392464 0.252891 1.57 0.63 0.69 0.27
H 3.149651 -0.423369 -0.485363 0.93 0.02 -0.36 0.33
```
Positions in Å, forces in eV/Å.

***

no.,orbital gap (eV)
1,5.33
2,8.00